# 1
Below is one molecule with the formula C3H4N2O, with properties calculated with wB97M-V/def2-TZVPD.

For the total energy, the calculation gives -301.266864 Eh.

Structure (ORCA input):
```
! wB97M-V def2-TZVPD RIJCOSX def2/J DEFGRID3
* xyz 0 1
N 1.2432 -0.2738 -1.4484
C 0.2086 0.1965 -0.7419
N -0.2605 1.4170 -0.5314
O -1.0443 1.2986 0.6841
C -0.9405 0.1060 1.1710
C -0.1866 -0.7341 0.3694
H 1.0993 -0.6082 0.0688
H 1.7152 0.4787 -1.9465
H -1.4979 -0.0843 2.0818
H -0.3194 -1.8079 0.2961
*
```

natural (NBO) population analysis, charges in e, atoms 1 to 8:
1. N -0.85
2. C 0.32
3. N -0.25
4. O -0.26
5. C 0.33
6. C -0.66
7. H 0.50
8. H 0.36

---

# 2
Below is one molecule with the formula C10H12ClNO2, with properties calculated with wB97M-V/def2-TZVPD.

For the total energy, the calculation gives -1053.552165 Eh. As for the SMILES: O=C(O)CN1C=CC=C[C@]1(Cl)C1CC1.

Structure (ORCA input):
```
! wB97M-V def2-TZVPD RIJCOSX def2/J DEFGRID3
* xyz 0 1
O -3.9224 1.1770 0.4679
C -3.1057 0.4610 -0.0500
O -3.3014 -0.7449 -0.5086
C -1.6234 0.9475 -0.2092
N -0.7401 0.0348 0.3587
C -0.7645 -0.2644 1.6827
C 0.2489 -1.0716 2.1710
C 1.1367 -1.8457 1.3838
C 1.2747 -1.6354 0.0961
C 0.4407 -0.6561 -0.6372
Cl -0.6896 -1.4597 -1.6954
C 1.1591 0.4234 -1.4416
C 1.4778 1.7524 -0.6464
C 2.5332 0.7587 -0.9842
H -2.6116 -1.1694 -1.0923
H -1.5287 1.8038 0.4238
H -1.5820 1.1740 -1.2160
H -1.3875 0.3143 2.3019
H 0.1190 -1.2642 3.2734
H 1.5338 -2.7485 1.8466
H 1.7272 -2.4544 -0.4147
H 0.9719 0.6510 -2.4924
H 1.2459 1.7114 0.4472
H 1.4318 2.6728 -1.1716
H 3.0758 1.2016 -1.7333
H 2.8804 0.2305 -0.1603
*
```

natural (NBO) population analysis, charges in e, atoms 1 to 8:
1. O -0.58
2. C 0.79
3. O -0.70
4. C -0.35
5. N -0.41
6. C 0.07
7. C -0.39
8. C -0.15

---

# 3
Below is an isolated ion of composition C7H5O2S and charge -1, with properties calculated with wB97M-V/def2-TZVPD.

For the total energy, the calculation gives -818.400781 Eh.

Structure (ORCA input):
```
! wB97M-V def2-TZVPD RIJCOSX def2/J DEFGRID3
* xyz -1 1
C 1.2393 0.0006 -0.0731
C 0.4282 -1.1895 -0.2899
C 0.4430 1.2203 -0.0419
C -0.9379 -1.1636 -0.2611
C -3.2041 0.0381 -0.3305
C -0.9225 1.2082 -0.0065
C -1.6918 0.0180 -0.0499
O -3.2416 0.2537 -1.5579
O -4.0672 -0.1456 0.5070
S 3.0374 0.0570 -0.6519
H 1.7571 -0.1127 0.9118
H 0.9519 -2.1256 -0.4132
H 0.9772 2.1580 0.0152
H -1.4786 -2.0911 -0.3966
H -1.4528 2.1518 0.0579
*
```

natural (NBO) population analysis, charges in e, atoms 1 to 8:
1. C -0.50
2. C -0.04
3. C -0.04
4. C -0.28
5. C 0.73
6. C -0.28
7. C 0.10
8. O -0.69

---

# 4
Below is C26H27Cl5N4SV as an isolated structure, with properties calculated with wB97M-V/def2-TZVPD.

For the total energy, the calculation gives -4868.964555 Eh.

Structure (ORCA input):
```
! wB97M-V def2-TZVPD RIJCOSX def2/J DEFGRID3
* xyz 1 3
V 0.6382 0.1052 -0.0604
C -2.8959 0.2083 -2.5650
C -3.0375 0.9596 -1.2449
C -4.5077 0.9167 -0.7952
C -2.2412 0.4174 -0.0779
C -2.0553 1.2551 1.0306
C -1.6522 0.7564 2.2547
C -1.4093 -0.6068 2.4267
C -1.0843 -1.1589 3.7773
C -1.5146 -1.4329 1.3133
C -1.9170 -0.9336 0.0738
H -3.5414 0.6730 -3.3045
H -3.2047 -0.8283 -2.4641
H -1.8802 0.2464 -2.9410
H -2.7545 2.0076 -1.4074
H -4.8135 -0.1130 -0.6196
H -5.1477 1.3451 -1.5615
H -4.6578 1.4726 0.1273
H -2.2984 2.3075 0.9411
H -1.5753 1.4260 3.0999
H -1.9911 -1.2152 4.3777
H -0.3829 -0.5175 4.3039
H -0.6639 -2.1578 3.7072
H -1.3681 -2.5005 1.4320
H -2.0891 -1.6324 -0.7383
C 0.8863 3.9014 -4.5544
C -0.4191 3.7728 -3.7749
N -0.1631 3.6291 -2.3550
C 0.1791 2.4560 -1.8294
S 0.7305 2.3863 -0.1850
N 0.1259 1.3705 -2.5555
N 0.3853 0.2337 -1.9408
C 0.5235 -0.8423 -2.6873
C 0.4646 -0.8197 -4.1788
C 0.8245 -2.0062 -1.9136
C 1.0002 -3.3056 -2.4100
C 1.2817 -4.3245 -1.5270
C 1.4012 -4.0244 -0.1676
C 1.2463 -2.7164 0.2470
N 0.9495 -1.7300 -0.5960
H 0.6831 3.9136 -5.6217
H 1.5396 3.0606 -4.3273
H 1.3978 4.8233 -4.2859
H -0.9656 2.8829 -4.0917
H -1.0480 4.6519 -3.9265
H 0.0658 4.4594 -1.8253
H 0.2013 0.1794 -4.5178
H -0.2538 -1.5439 -4.5612
H 1.4445 -1.0744 -4.5845
H 0.9136 -3.4883 -3.4675
H 1.4019 -5.3399 -1.8728
H 1.6197 -4.7960 0.5514
H 1.3670 -2.4461 1.2915
Cl 1.5465 0.2402 2.2923
C 2.9487 0.1393 1.3031
C 2.6321 0.1388 -0.0415
C 3.6833 0.0926 -0.9380
Cl 3.3420 0.1746 -2.6093
C 5.0073 -0.0159 -0.5060
Cl 6.2773 -0.1287 -1.6505
C 5.2847 -0.0615 0.8633
Cl 6.8920 -0.2709 1.4151
C 4.2410 0.0400 1.7925
Cl 4.5550 0.0180 3.4755
*
```

natural (NBO) population analysis, charges in e, atoms 1 to 8:
1. V 1.07
2. C -0.61
3. C -0.24
4. C -0.59
5. C -0.02
6. C -0.16
7. C -0.20
8. C -0.01